{
  "formula": "C31H89N7O10",
  "method": "wB97M-V/def2-TZVPD",
  "elements": ["H", "H", "H", "H", "H", "H", "H", "H", "H", "H", "H", "H", "C", "H", "H", "C", "H", "N", "H", "H", "C", "N", "H", "C", "H", "O", "C", "H", "H", "H", "H", "C", "H", "H", "H", "O", "C", "H", "H", "H", "H", "H", "C", "H", "H", "H", "H", "C", "H", "C", "C", "H", "C", "H", "C", "H", "H", "H", "O", "C", "H", "H", "C", "H", "H", "H", "H", "N", "H", "H", "H", "O", "H", "O", "H", "H", "O", "N", "H", "C", "H", "H", "H", "C", "H", "H", "C", "H", "H", "H", "H", "H", "H", "C", "H", "O", "C", "N", "H", "H", "H", "H", "H", "H", "H", "C", "C", "H", "H", "H", "H", "H", "N", "C", "H", "O", "H", "H", "H", "C", "H", "C", "O", "C", "N", "H", "C", "H", "C", "H", "C", "H", "H", "O", "C", "H", "C"],
  "coordinates": [[-7.35664, 31.99257, -16.07972], [-15.28063, 28.91228, -18.08051], [-11.22867, 14.02938, -13.61177], [-12.43095, 27.93258, -13.05795], [-7.23037, 23.98724, -24.85115], [-2.75267, 26.86092, -18.69942], [-8.50209, 20.47752, -21.66115], [-10.01986, 19.13950, -27.66825], [-11.70200, 12.61545, -16.61832], [-11.05487, 16.09662, -26.00577], [-12.29829, 15.87292, -16.62045], [-12.59586, 13.52698, -17.21574], [-7.18217, 35.26237, -13.68976], [-9.81885, 28.29296, -23.07688], [-4.11325, 27.31438, -19.41005], [-9.30484, 30.61080, -25.01275], [-11.49194, 29.31123, -25.46072], [-3.35010, 26.65739, -19.48793], [-3.17135, 28.54788, -23.05637], [-9.82737, 30.84767, -25.93955], [-11.11476, 29.14406, -24.45182], [-8.84516, 21.85710, -16.79702], [-7.06553, 22.25787, -19.09931], [-13.46634, 27.90450, -16.18049], [-8.80460, 31.06179, -16.30210], [-12.52995, 27.94859, -15.12792], [-13.97471, 22.43365, -14.67870], [-13.03853, 27.24214, -16.93306], [-3.99469, 22.53366, -12.86385], [-9.83337, 16.39796, -14.42214], [-12.38412, 30.35134, -17.97161], [-13.09603, 28.20978, -13.87582], [-8.73039, 20.92734, -17.17448], [-9.02264, 14.81569, -14.52272], [-8.11709, 19.07989, -20.70269], [-9.29311, 18.41409, -29.55723], [-10.15879, 16.64385, -26.29850], [-9.36216, 15.90011, -26.31621], [-9.83568, 17.39877, -25.58171], [-11.19795, 12.51585, -14.33056], [-8.39991, 18.34209, -27.73633], [-5.49833, 24.25777, -13.49238], [-9.04761, 22.62552, -18.03057], [-6.34254, 35.40916, -14.36915], [-7.88488, 21.96352, -16.50267], [-11.28718, 17.24188, -28.02504], [-2.80310, 27.89736, -24.49683], [-3.93606, 26.33022, -21.82385], [-13.51399, 14.49922, -15.09061], [-1.52651, 26.05560, -20.80507], [-11.21413, 27.71270, -24.15985], [-7.67286, 19.34890, -30.40936], [-11.79250, 15.39631, -15.78073], [-12.08534, 21.93814, -14.92867], [-3.58235, 27.80526, -23.74026], [-8.99685, 15.84487, -28.73794], [-7.38807, 34.45596, -16.35554], [-13.42518, 27.31336, -24.65244], [-12.90388, 21.47624, -14.73311], [-7.93274, 20.15055, -20.79108], [-8.22618, 30.67175, -25.15716], [-10.15783, 16.31395, -29.60120], [-2.85794, 26.79501, -20.77613], [-8.75407, 35.36576, -15.70581], [-11.05028, 28.00246, -22.27536], [-9.24720, 19.91932, -30.87978], [-5.93642, 23.45422, -11.91457], [-10.45616, 27.52218, -22.93601], [-13.71519, 23.32799, -14.11222], [-6.45859, 25.38726, -26.21639], [-4.62310, 27.94947, -24.03034], [-7.86505, 34.19871, -14.24208], [-12.64803, 12.93500, -13.45116], [-3.95598, 23.41549, -12.48640], [-14.86358, 22.00226, -14.21835], [-14.24169, 22.80131, -15.66948], [-8.42879, 20.77527, -19.64054], [-10.00056, 15.93927, -28.67654], [-8.43599, 22.68406, -20.12928], [-13.48849, 29.30571, -16.83333], [-9.19335, 24.39858, -16.73163], [-9.57688, 33.93173, -17.98572], [-8.67302, 23.97643, -25.84428], [-7.58887, 23.86749, -25.87352], [-8.55898, 20.38220, -29.22651], [-15.51813, 29.93309, -16.53705], [-8.98540, 33.19684, -16.21390], [-13.45159, 29.23636, -13.96420], [-5.12508, 25.06643, -12.01305], [-1.65866, 24.97977, -20.69009], [-12.53510, 26.06402, -23.95864], [-10.07085, 22.45098, -18.36315], [-6.79057, 34.86976, -12.75135], [-8.64794, 19.63478, -30.01490], [-14.64008, 30.52588, -18.02118], [-9.74892, 29.37043, -24.43911], [-9.41314, 18.36504, -28.13750], [-12.60606, 12.98621, -16.36277], [-11.81864, 28.87208, -17.96858], [-2.64406, 27.81314, -21.10135], [-7.70187, 24.21333, -17.80579], [-0.97572, 26.13329, -21.74246], [-9.48987, 31.46631, -24.36315], [-7.83026, 36.13861, -13.67285], [-4.32686, 25.35971, -21.51810], [-14.90111, 29.67151, -17.39667], [-8.78005, 24.09831, -17.69451], [-8.42754, 31.76386, -14.70998], [-7.46761, 22.80777, -26.09799], [-11.72172, 29.62240, -23.68311], [-14.43520, 27.46467, -15.94394], [-13.96254, 27.59734, -13.62645], [-12.68378, 29.38894, -18.03561], [-11.89030, 13.33258, -14.12636], [-13.05909, 30.05789, -16.17156], [-10.38934, 15.17882, -16.00636], [-6.88951, 20.45811, -20.86313], [-13.04480, 27.42191, -22.87237], [-10.64474, 27.22556, -24.95143], [-12.52981, 14.09697, -15.33077], [-10.00373, 33.04083, -15.85785], [-10.24006, 17.08212, -27.76789], [-6.83152, 24.64892, -26.70360], [-9.40913, 15.65632, -15.09896], [-8.99680, 33.17204, -17.65943], [-11.87334, 16.13780, -14.98591], [-8.14160, 22.14328, -19.22984], [-8.06464, 33.40788, -17.96854], [-8.23842, 34.40593, -15.67546], [-8.51972, 16.07497, -15.56990], [-5.22080, 24.07438, -12.45437], [-4.81191, 26.97082, -21.72079], [-9.20943, 24.71728, -18.48230], [-3.53385, 26.46982, -23.20039], [-8.40480, 31.93481, -15.78625], [-0.89879, 26.32451, -19.95551], [-12.69287, 27.13840, -23.86427]],
  "forces_ev_per_a": [[0.49, -0.43, 0.15], [-0.07, -0.18, 0.43], [-0.30, 0.16, 0.61], [0.54, 0.81, -0.28], [-0.20, -0.14, 0.30], [0.54, -0.04, -0.39], [0.14, 0.22, -0.36], [0.32, 0.78, -0.37], [0.85, -0.50, 1.45], [-0.01, 0.35, 0.15], [0.30, -0.34, -0.53], [-1.42, 0.25, -0.95], [0.72, -0.37, -0.88], [1.48, -0.61, 0.64], [-0.48, -0.11, 0.49], [-0.48, 0.41, 0.48], [-0.38, 0.54, -0.06], [-2.40, 0.39, 1.94], [-0.76, 0.16, 0.62], [0.06, -0.33, -0.24], [-1.32, 0.19, -1.36], [0.26, -0.89, -0.79], [0.16, 0.11, 0.46], [1.18, 0.93, -0.95], [-0.33, 0.25, -0.02], [0.36, -1.65, 0.34], [0.45, 0.18, -0.20], [0.03, -0.21, -0.09], [-0.45, 0.13, -0.04], [0.02, 0.09, 0.11], [0.35, 0.27, -0.91], [-0.72, 0.10, -0.12], [-0.69, -0.96, 0.27], [-0.14, -0.10, 0.31], [0.44, 0.06, 0.23], [-0.18, 1.20, 0.77], [0.93, -0.57, -0.88], [0.17, -0.16, 0.37], [-0.44, 0.21, -0.09], [-0.34, -0.05, -0.83], [0.07, -0.02, 0.48], [-0.65, -0.09, -0.01], [0.81, -0.22, -0.17], [0.50, 0.81, 0.26], [0.39, 0.82, 0.39], [-0.15, 0.91, 0.31], [-0.65, -0.55, -0.75], [0.30, 1.22, 0.24], [-0.36, -0.68, 0.00], [0.09, -1.03, -0.69], [-1.88, -1.91, 0.67], [0.26, 0.21, 0.23], [1.14, -0.72, 1.47], [0.04, 0.06, -0.08], [0.60, -0.95, 1.01], [0.57, -0.58, 0.30], [0.78, 0.31, 0.46], [-0.03, 0.63, 0.10], [-0.81, 0.29, 0.24], [0.03, 1.36, 0.21], [-0.05, -0.85, -0.13], [-0.52, -0.02, -0.34], [1.67, -0.37, -2.71], [-0.36, -0.04, -0.32], [-0.39, -0.42, 1.02], [0.05, 0.66, 0.23], [-0.30, 0.30, -0.08], [-0.04, 0.22, 0.58], [0.19, -0.04, 0.29], [-0.12, -0.06, -0.03], [0.27, 0.72, -0.35], [-1.61, -1.46, -2.61], [0.03, 0.18, 0.02], [0.64, 0.54, 0.59], [0.26, -0.30, -0.04], [-0.08, -0.21, -0.24], [-1.25, -0.12, 2.75], [0.81, 0.38, 0.32], [0.16, 0.90, 0.08], [-1.98, -1.06, -0.82], [0.28, -0.18, -0.05], [-0.18, 0.13, -0.31], [-0.17, 0.83, -0.42], [-0.30, -1.50, 1.91], [-0.17, 0.07, -0.22], [-0.62, -0.01, -0.44], [-1.80, 0.01, 0.38], [0.12, 0.35, 1.11], [0.28, -0.30, 0.35], [-0.39, -0.17, 0.10], [-0.17, -0.16, 0.68], [-0.10, 0.08, 0.11], [-0.22, 0.70, 0.27], [-0.48, -1.59, -0.47], [-0.80, 0.33, 0.08], [1.89, 2.19, -0.77], [-0.68, -1.78, 0.02], [-0.47, 2.11, -0.97], [0.22, -0.30, 0.20], [0.15, 0.55, 0.27], [0.13, 0.42, 0.65], [0.01, 0.45, 0.05], [-0.41, -0.04, 0.42], [0.24, 0.34, 0.57], [0.51, -0.53, -0.79], [1.62, 0.64, 1.06], [-0.08, -0.48, -1.56], [-0.05, 0.13, -0.05], [0.36, -0.08, -0.30], [0.21, 0.99, 0.04], [-0.16, 0.37, 0.52], [-0.42, -0.29, -0.53], [1.15, 0.02, -0.43], [0.19, 1.50, 0.49], [-0.76, -0.12, 0.79], [-0.21, 0.03, -1.11], [0.30, -0.62, -0.58], [0.03, 0.01, -0.17], [-0.55, -0.62, -0.21], [1.79, -1.75, -0.27], [-0.49, 1.18, -0.12], [-0.55, -0.03, -0.80], [0.43, 0.95, -1.44], [-0.53, -0.39, 0.45], [-0.43, 0.69, -0.44], [-0.21, 0.02, 0.38], [-0.93, -0.69, -1.70], [0.30, -0.16, -0.34], [0.12, -0.41, 2.21], [-0.36, 0.20, -0.62], [0.48, -0.57, -0.82], [-0.20, 0.39, 0.41], [-0.09, 0.21, 0.08], [0.63, -0.57, 0.69], [2.29, -1.70, 0.77], [0.07, 0.43, -0.14], [2.06, -0.23, -1.68]],
  "lowdin_charge": [0.086, 0.079, 0.057, 0.091, 0.079, 0.083, 0.079, 0.121, 0.056, 0.075, 0.117, 0.047, -0.139, 0.044, 0.081, -0.066, 0.134, 0.029, 0.073, 0.084, -0.265, 0.030, 0.119, -0.190, 0.086, -0.196, -0.159, 0.121, 0.070, 0.084, 0.070, -0.118, 0.056, 0.077, 0.089, -0.219, -0.061, 0.068, 0.071, 0.072, 0.123, 0.070, -0.421, 0.083, 0.065, 0.125, 0.087, -0.169, 0.124, -0.061, -0.438, 0.081, -0.180, 0.065, -0.089, 0.062, 0.115, 0.063, -0.125, -0.113, 0.086, 0.056, -0.490, 0.122, 0.058, 0.084, 0.076, 0.037, 0.068, 0.080, 0.088, -0.214, 0.070, -0.137, 0.076, 0.068, -0.238, 0.026, 0.119, -0.430, 0.077, 0.072, 0.072, -0.211, 0.083, 0.072, -0.502, 0.087, 0.077, 0.078, 0.066, 0.132, 0.095, -0.069, 0.063, -0.206, -0.201, 0.019, 0.070, 0.115, 0.073, 0.075, 0.083, 0.087, 0.121, -0.061, -0.066, 0.087, 0.074, 0.139, 0.122, 0.080, 0.010, -0.063, 0.130, -0.198, 0.085, 0.070, 0.137, -0.361, 0.143, -0.426, -0.094, -0.111, 0.038, 0.110, -0.154, 0.068, -0.132, 0.080, -0.155, 0.109, 0.073, -0.205, -0.095, 0.072, -0.026],
  "e_tot_ha": -2369.7748,
  "orbital_gap_ev": 9.52,
  "smiles": "COC[C@H](C)N.COC[C@H](C)N.COC[C@H](C)N.COC[C@H](C)N.COC[C@H](C)N.COC[C@H](C)N.COC[C@H](C)N.CO.CO.CO",
  "total_charge": 0,
  "e_above_lowest_kcal_mol": 179.4
}